# 1
# C16H16Cl18N2

8 unconnected molecules or ions with the total composition C16H16Cl18N2 in a non-equilibrium geometry (the ωB97M-V functional and the def2-TZVPD basis, the OMol25 dataset).

Element x y z (Å)
N: -0.117 0.079 2.715
C: -0.404 0.094 1.416
C: 0.395 0.704 0.464
C: 1.563 1.349 0.873
C: 1.864 1.317 2.217
C: 1.008 0.674 3.107
H: -1.312 -0.372 1.057
H: 0.130 0.714 -0.585
H: 2.238 1.822 0.175
H: 2.747 1.814 2.598
H: 1.231 0.602 4.164
N: -1.353 -0.751 -5.789
C: -0.499 -0.137 -4.977
C: -0.398 -0.427 -3.604
C: -1.015 -1.571 -3.139
C: -1.776 -2.309 -4.030
C: -1.989 -1.825 -5.314
H: -0.090 0.800 -5.340
H: 0.291 0.185 -3.038
H: -0.897 -1.883 -2.108
H: -2.308 -3.194 -3.703
H: -2.676 -2.290 -6.011
C: 0.289 -1.896 4.975
Cl: 1.659 -2.613 4.125
Cl: 0.782 -0.640 6.091
Cl: -0.606 -3.153 5.843
H: -0.367 -1.438 4.243
C: -2.849 1.043 3.755
Cl: -4.618 1.108 3.507
Cl: -2.407 0.340 5.296
Cl: -2.249 2.673 3.643
H: -2.489 0.408 2.956
C: 5.252 0.682 -2.670
Cl: 4.238 1.926 -1.898
Cl: 4.289 -0.189 -3.881
Cl: 5.963 -0.379 -1.491
H: 6.018 1.213 -3.219
C: 6.679 -0.108 2.849
Cl: 6.656 0.231 4.624
Cl: 8.160 0.501 2.101
Cl: 5.156 0.440 2.151
H: 6.647 -1.188 2.826
C: -3.574 2.462 -2.669
Cl: -2.530 1.437 -1.677
Cl: -4.732 1.526 -3.639
Cl: -2.702 3.631 -3.650
H: -4.188 3.023 -1.977
C: -5.085 -1.363 -0.652
Cl: -4.621 -1.928 -2.241
Cl: -5.828 0.258 -0.657
Cl: -3.712 -1.370 0.483
H: -5.858 -2.031 -0.295

- Kohn-Sham gap (eV) = 9.9428
- charge = 0
- 2S+1 = 1
- E (Ha) = -9012.19747
- energy relative to the best compared isomer or geometry (same formula, charge and spin) (kcal per mole) = 0.0
- LUMO (eV) = 0.27

***

# 2
# C5H5Br2NO

2 unconnected molecules or ions with the total composition C5H5Br2NO in a non-equilibrium geometry (the ωB97M-V functional and the def2-TZVPD basis, the OMol25 dataset).

Element x y z (Å)
C: 1.326 0.773 1.944
C: -0.806 -0.604 0.198
C: -1.297 0.472 -1.837
C: -0.205 0.194 -0.789
C: 1.202 -0.599 1.816
N: 1.605 1.893 1.849
O: -1.513 -1.402 0.571
Br: 0.455 -1.632 3.204
Br: 2.682 -1.351 0.731
H: -2.195 0.908 -1.486
H: -0.767 1.190 -2.474
H: -1.431 -0.445 -2.286
H: 0.721 -0.429 -1.146
H: 0.223 1.033 -0.295

- Kohn-Sham gap (alpha / beta) (eV) = 7.2823 / 7.2840
- charge = 0
- 2S+1 = 1
- E (Ha) = -5471.41743
- energy relative to the best compared isomer or geometry (same formula, charge and spin) (kcal per mole) = 48.9
- LUMO (alpha / beta) (eV) = -0.48 / -0.48

***

# 3
# C21H19Br2IrN8O3S

A molecular structure, C21H19Br2IrN8O3S in a non-equilibrium geometry (the ωB97M-V functional and the def2-TZVPD basis, the OMol25 dataset).

Element x y z (Å)
Ir: 0.080 -0.047 0.616
N: -5.935 -5.203 1.434
C: -5.152 -4.127 1.314
C: -3.746 -4.250 1.463
C: -2.949 -3.147 1.356
C: -3.537 -1.897 1.095
C: -4.926 -1.756 0.928
C: -5.724 -2.857 1.043
S: -2.585 -0.505 0.994
O: -1.427 -0.653 1.971
O: -3.390 0.654 1.160
N: -1.557 -0.474 -0.326
C: -2.098 -0.349 -1.648
N: -1.242 -0.054 -2.602
C: -1.776 0.034 -3.824
C: -3.130 -0.160 -4.052
C: -3.915 -0.464 -2.950
N: -3.391 -0.569 -1.729
H: -5.557 -6.115 1.630
H: -6.935 -5.139 1.340
H: -3.319 -5.222 1.671
H: -1.877 -3.237 1.484
H: -5.347 -0.783 0.721
H: -6.797 -2.773 0.934
H: -1.096 0.267 -4.635
H: -3.554 -0.077 -5.042
H: -4.982 -0.628 -3.039
Br: 5.549 -2.854 3.062
C: 4.006 -2.081 2.419
C: 2.825 -2.124 3.169
C: 1.699 -1.540 2.654
N: 1.703 -0.925 1.448
C: 2.850 -0.866 0.714
C: 4.009 -1.439 1.175
C: 2.727 -0.101 -0.543
C: 3.762 0.124 -1.418
C: 3.547 0.946 -2.528
Br: 4.919 1.257 -3.730
C: 2.299 1.531 -2.702
C: 1.297 1.248 -1.799
N: 1.496 0.432 -0.755
H: 2.795 -2.603 4.137
H: 0.757 -1.545 3.187
H: 4.920 -1.391 0.598
H: 4.735 -0.314 -1.252
H: 2.103 2.194 -3.532
H: 0.309 1.664 -1.904
N: -0.236 3.862 1.996
C: -0.427 2.559 2.038
N: -1.091 1.997 3.031
O: 0.110 1.869 1.061
H: -0.592 4.485 2.704
H: 0.336 4.251 1.261
H: -1.526 2.558 3.748
H: -1.370 1.028 2.963

- Kohn-Sham gap (alpha / beta) (eV) = 4.2059 / 3.9404
- expectation value of S² = 0.756
- charge = +3
- 2S+1 = 2
- E (Ha) = -7125.04246
- energy relative to the best compared isomer or geometry (same formula, charge and spin) (kcal per mole) = 54.5
- LUMO (alpha / beta) (eV) = -11.37 / -11.64

***

# 4
# C38H31AsIrN4P

A molecular structure, C38H31AsIrN4P in a non-equilibrium geometry (the ωB97M-V functional and the def2-TZVPD basis, the OMol25 dataset).

Element x y z (Å)
Ir: -0.152 0.143 0.714
N: -0.201 -1.796 3.705
C: 1.002 -1.643 3.182
C: 2.120 -1.967 4.015
C: 3.499 -1.628 3.589
C: 3.885 -2.406 2.401
C: 3.268 -2.181 1.283
C: 2.337 -1.010 1.305
P: 1.959 -0.227 -0.348
C: 3.332 0.836 -0.773
C: 3.173 2.214 -0.968
C: 4.321 3.015 -0.937
C: 5.532 2.442 -0.703
C: 5.715 1.068 -0.551
C: 4.585 0.292 -0.492
C: 1.944 -1.550 -1.568
C: 2.725 -1.547 -2.758
C: 2.594 -2.492 -3.778
C: 1.726 -3.510 -3.596
C: 1.021 -3.571 -2.395
C: 1.138 -2.652 -1.396
H: -0.264 -2.113 4.629
H: -1.064 -1.608 3.190
H: 1.835 -2.464 4.946
H: 4.171 -1.778 4.405
H: 4.517 -3.262 2.625
H: 3.389 -2.689 0.342
H: 2.169 2.620 -1.099
H: 4.200 4.083 -1.083
H: 6.345 3.098 -0.592
H: 6.701 0.607 -0.416
H: 4.705 -0.753 -0.183
H: 3.456 -0.749 -2.953
H: 3.124 -2.349 -4.707
H: 1.585 -4.255 -4.354
H: 0.359 -4.450 -2.331
H: 0.537 -2.747 -0.517
N: 1.041 -1.160 1.936
C: 2.945 0.221 2.070
N: 3.485 -0.208 3.205
C: 3.991 0.789 4.063
N: 4.475 1.489 4.831
C: -1.941 4.552 -2.565
C: -1.450 4.457 -1.292
C: -1.601 3.327 -0.487
C: -2.192 2.222 -1.093
C: -2.650 2.292 -2.431
C: -2.537 3.454 -3.177
As: -2.434 0.606 -0.033
C: -3.212 -0.675 -1.263
C: -4.575 -0.966 -1.234
C: -5.044 -1.921 -2.155
C: -4.203 -2.489 -3.108
C: -2.842 -2.248 -3.085
C: -2.364 -1.346 -2.132
C: -3.661 1.070 1.385
C: -4.497 0.117 1.921
C: -5.422 0.437 2.925
C: -5.354 1.671 3.511
C: -4.445 2.585 3.015
C: -3.605 2.342 1.950
H: -1.757 5.462 -3.100
H: -0.911 5.286 -0.807
H: -1.154 3.286 0.465
H: -3.089 1.402 -2.882
H: -2.886 3.528 -4.225
H: -5.301 -0.519 -0.548
H: -6.113 -2.260 -2.028
H: -4.562 -3.286 -3.684
H: -2.203 -2.767 -3.760
H: -1.245 -1.278 -2.118
H: -4.474 -0.864 1.467
H: -6.119 -0.304 3.343
H: -6.031 1.909 4.357
H: -4.293 3.580 3.481
H: -3.060 3.185 1.448

- Kohn-Sham gap (alpha / beta) (eV) = 7.9890 / 5.9774
- expectation value of S² = 6.017
- charge = +2
- 2S+1 = 5
- E (Ha) = -4366.32114
- energy relative to the best compared isomer or geometry (same formula, charge and spin) (kcal per mole) = 70.8
- LUMO (alpha / beta) (eV) = -5.67 / -8.24

***

# 5
# C10H13NO3

A single C10H13NO3 molecule in a non-equilibrium geometry (the ωB97M-V functional and the def2-TZVPD basis, the OMol25 dataset).

Element x y z (Å)
C: -3.489 -1.048 0.136
C: -3.276 0.058 1.001
C: -2.474 -0.955 -0.794
C: -2.164 0.724 0.582
C: 1.918 1.135 -1.092
C: 2.539 0.558 0.285
C: 0.517 1.209 -0.985
C: 1.858 -0.753 0.530
C: -0.302 0.186 -0.990
C: 0.693 -0.891 1.231
N: -1.561 0.027 -0.441
O: -1.910 -1.737 -1.743
O: -1.607 1.938 1.045
O: -0.032 -1.990 1.351
H: -4.281 -1.748 0.350
H: -3.803 0.290 1.909
H: 2.378 2.131 -1.219
H: 2.327 0.462 -1.843
H: 3.617 0.458 0.053
H: 2.305 1.300 0.965
H: 0.135 2.214 -0.694
H: 1.995 -1.529 -0.172
H: -0.099 -0.751 -1.365
H: 0.371 -0.155 1.896
H: -2.266 -2.636 -1.655
H: -2.149 2.145 1.724
H: 0.185 -2.535 0.622

- Kohn-Sham gap (eV) = 7.9837
- charge = 0
- 2S+1 = 1
- E (Ha) = -669.19460
- energy relative to the best compared isomer or geometry (same formula, charge and spin) (kcal per mole) = 100.0
- LUMO (eV) = 0.53

***

# 6
# C22H21FN2O4S

A single C22H21FN2O4S molecule in a non-equilibrium geometry (the ωB97M-V functional and the def2-TZVPD basis, the OMol25 dataset).

Element x y z (Å)
C: -0.259 1.518 2.349
C: 1.002 2.127 1.752
O: 1.173 1.788 0.379
C: 0.325 2.422 -0.501
C: 0.473 3.767 -0.799
C: -0.361 4.378 -1.719
C: -1.341 3.635 -2.352
C: -1.488 2.288 -2.076
C: -0.665 1.662 -1.141
N: -0.777 0.315 -0.819
S: 0.580 -0.698 -0.719
O: 0.207 -1.845 -1.513
O: 0.926 -0.989 0.638
C: 1.892 0.142 -1.592
C: 3.128 0.278 -0.994
C: 4.152 0.887 -1.701
C: 3.925 1.348 -2.988
C: 2.682 1.190 -3.581
C: 1.657 0.576 -2.881
H: 0.685 0.430 -3.327
H: 2.511 1.544 -4.587
H: 4.722 1.828 -3.535
H: 5.124 1.005 -1.247
H: 3.258 -0.083 0.013
C: -2.041 -0.389 -0.919
C: -2.296 -1.097 0.421
O: -2.950 -0.566 1.293
N: -1.731 -2.324 0.492
C: -1.650 -3.160 1.606
C: -2.184 -2.858 2.855
C: -2.057 -3.751 3.904
C: -1.401 -4.958 3.736
C: -0.863 -5.279 2.501
C: -0.995 -4.385 1.460
F: -0.483 -4.711 0.250
H: -0.347 -6.211 2.333
H: -1.306 -5.649 4.559
H: -2.478 -3.497 4.865
H: -2.695 -1.920 2.991
H: -1.143 -2.606 -0.291
H: -2.021 -1.105 -1.748
H: -2.842 0.338 -1.058
H: -2.247 1.720 -2.591
H: -1.993 4.102 -3.075
H: -0.243 5.428 -1.941
H: 1.246 4.331 -0.298
H: 0.997 3.219 1.869
H: 1.888 1.718 2.243
H: -1.147 1.904 1.853
H: -0.231 0.439 2.224
H: -0.317 1.756 3.408

- Kohn-Sham gap (eV) = 8.9280
- charge = 0
- 2S+1 = 1
- E (Ha) = -1759.45628
- energy relative to the best compared isomer or geometry (same formula, charge and spin) (kcal per mole) = 23.6
- LUMO (eV) = 0.53

***

Number 5 is which compound? C10H13NO3

***

The highest energy relative to the best compared isomer or geometry (same formula, charge and spin) belongs to which entry? C10H13NO3